Entry 1:
The following is a DFT calculation (ωB97M-V/def2-TZVPD) of a cluster of 2 separate species, C3H10N2 in total.

## Properties
E_tot (a.u.): -229.7738
SMILES: C=CN.CN
Highest occupied orbital energy (eV): -8.31
Kohn-Sham gap (eV): 9.41
Energy relative to the best compared isomer or geometry (same formula, charge and spin) (kcal per mole): 22.27

Cartesian coordinates (Å):
C (-0.8497, 0.3342, -1.3219)
C (-0.5376, -0.8331, -1.8801)
N (-1.2070, -2.0264, -1.8504)
H (-1.7780, 0.4452, -0.7771)
H (-0.2055, 1.1906, -1.4510)
H (0.4038, -0.8807, -2.4159)
H (-0.7057, -2.8484, -2.1282)
H (-1.9328, -2.2129, -1.1814)
C (1.4217, 1.3372, 1.8189)
N (0.5124, 0.2036, 1.9230)
H (2.0773, 1.1805, 0.9714)
H (2.0520, 1.3616, 2.7004)
H (0.9466, 2.3118, 1.7208)
H (-0.0813, 0.2815, 2.7416)
H (-0.1162, 0.1552, 1.1298)

Entry 2:
The following is a DFT calculation (ωB97M-V/def2-TZVPD) of an isolated molecule of C3H10N2.

## Properties
E_tot (a.u.): -229.7842
SMILES: C[C@@H](N)CN
Highest occupied orbital energy (eV): -9.31
Kohn-Sham gap (eV): 10.26
Energy relative to the best compared isomer or geometry (same formula, charge and spin) (kcal per mole): 15.74

Cartesian coordinates (Å):
C (0.6478, -0.9784, 1.0897)
C (-0.1234, -0.6992, -0.1772)
N (-1.5798, -0.8024, -0.0117)
C (0.4288, 0.5418, -0.8910)
N (0.6183, 1.7351, 0.0273)
H (-0.0021, -1.5072, 1.8275)
H (1.0234, -0.1003, 1.6107)
H (1.4485, -1.7022, 0.8819)
H (0.2132, -1.5121, -0.8206)
H (-2.0690, -0.8672, -0.9010)
H (-1.9017, 0.0818, 0.3779)
H (1.4305, 0.2757, -1.2491)
H (-0.2965, 0.9026, -1.6178)
H (-0.2055, 2.3039, -0.1891)
H (1.2839, 2.3507, -0.4457)

Q: What is the Kohn-Sham gap in the first record?
A: 9.41 eV